<P>
Molecular formula: C5H10S2
Method: DFT, ωB97M-V/def2-TZVPD

Lowest unoccupied orbital energy in eV: -0.143
Highest occupied orbital energy in eV: -8.160

Each line ends with the Mulliken charge.
Cartesian coordinates (Å):
C (1.31359, 1.85997, 1.53014)  -0.6119
C (-0.40348, 1.55053, 1.64484)  -0.3751
C (-0.04792, -0.27174, -0.45366)  0.2564
C (-0.48109, -1.12941, -1.78098)  -0.6754
C (-1.26498, -2.37059, -1.49964)  -0.7209
H (1.71766, 3.06526, 1.18102)  0.2128
H (1.82941, 1.05285, 0.91155)  0.0698
H (2.15610, 1.58875, 2.49068)  0.2425
H (-0.78598, 0.90994, 2.72193)  0.2792
H (-1.15926, 2.63089, 1.82660)  0.2627
H (0.55406, -1.37805, -2.21917)  0.2986
H (-1.00497, -0.49541, -2.39470)  0.4514
H (-2.68508, -2.10477, -1.48600)  0.2167
H (-0.91886, -3.26411, -2.44889)  0.2306
H (-0.95978, -2.97796, -0.25603)  0.2337
S (-0.94871, 1.02617, 0.05602)  -0.0481
S (1.35871, -0.82992, 0.13328)  -0.3230


<Q>
Molecular formula: C5H10S2
Method: DFT, ωB97M-V/def2-TZVPD

Lowest unoccupied orbital energy (spin up / spin down) in eV: -0.060 / 0.151
Highest occupied orbital energy (spin up / spin down) in eV: -7.111 / -7.172

Each line ends with the Mulliken charge.
Cartesian coordinates (Å):
C (-2.42733, 0.10426, -0.57535)  0.0022
C (-0.06101, -0.21756, -1.08668)  -0.2519
C (-3.49311, 0.95828, 0.02950)  -0.9656
C (3.01134, -0.85766, 1.15517)  -1.0804
C (2.44813, 0.06678, 0.10563)  -0.6234
S (-1.05733, -0.07887, 0.22910)  -0.0231
S (1.51400, -1.05311, -1.04085)  -0.1009
H (-2.56349, -0.27756, -1.66397)  0.2100
H (-0.54216, -0.51812, -2.02510)  0.2219
H (-4.24208, 0.40944, 0.65719)  0.2601
H (-4.08386, 1.52608, -0.68281)  0.3042
H (-3.16529, 1.71508, 0.84651)  0.2686
H (2.19100, -1.39144, 1.47042)  0.3533
H (3.79329, -1.45815, 0.79204)  0.3154
H (3.41451, -0.32008, 2.01707)  0.3327
H (3.34479, 0.43944, -0.43095)  0.2816
H (1.91860, 0.95317, 0.20308)  0.4953


<R>
Molecular formula: C5H10S2
Method: DFT, ωB97M-V/def2-TZVPD

Structure (SMILES): CSC1(SC)CC1
Lowest unoccupied orbital energy in eV: 0.843
Highest occupied orbital energy in eV: -8.327

Each line ends with the Mulliken charge.
Cartesian coordinates (Å):
C (-1.69734, -1.58825, -0.07776)  -0.7999
C (-0.15538, 0.71927, -0.54793)  0.3160
C (-0.15418, 2.18542, -0.52927)  -0.6500
C (-0.00594, 1.46930, 0.70845)  -0.5267
C (1.85837, -1.13501, 0.14081)  -0.7731
H (-2.64497, -2.12062, -0.15562)  0.3498
H (-0.93967, -2.18184, -0.59964)  0.2089
H (-1.41984, -1.46979, 0.96557)  0.2760
H (-1.08017, 2.75293, -0.72044)  0.2436
H (0.69607, 2.60376, -1.01639)  0.2697
H (-0.88149, 1.44567, 1.42769)  0.2102
H (0.95783, 1.43915, 1.17546)  0.2967
H (2.81749, -1.60733, -0.07180)  0.3586
H (1.97093, -0.48955, 1.02254)  0.2163
H (1.14993, -1.93294, 0.40853)  0.2233
S (-1.76806, 0.01283, -0.87031)  -0.1301
S (1.29642, -0.10300, -1.25989)  -0.0894


Which of them is most stable, and which least? Most stable: <R>; least stable: <P>.


<P>
Molecular formula: C5H10S2
Method: DFT, ωB97M-V/def2-TZVPD

Structure (SMILES): CC[C@H]1CS[C@@H]1S
Lowest unoccupied orbital energy in eV: 0.786
Highest occupied orbital energy in eV: -8.676

Each line ends with the Mulliken charge.
Cartesian coordinates (Å):
C (-0.59085, -0.99081, -0.97836)  -0.7956
C (-0.20767, -0.08765, 0.21723)  0.0106
C (-0.01192, -1.29751, 1.27846)  -0.4320
C (0.59407, 1.93272, -0.88182)  -1.0313
C (1.09168, 0.76548, -0.07214)  -0.6080
S (-0.22452, -2.53941, -0.05902)  -0.1470
S (-1.49567, -1.45360, 2.38111)  -0.1863
H (-1.61339, -0.84335, -1.14777)  0.3419
H (0.00202, -0.86009, -1.99204)  0.3476
H (-0.85841, 0.71426, 0.64183)  0.4194
H (1.00587, -1.39195, 1.83263)  0.3766
H (-0.43034, 1.78491, -1.53412)  0.2497
H (1.45277, 2.50836, -1.23876)  0.3535
H (0.05132, 2.61682, -0.10565)  0.2796
H (1.62668, 1.05410, 0.84201)  0.3817
H (1.80632, 0.17521, -0.69830)  0.3161
H (-2.19796, -2.08750, 1.51471)  0.1234


<Q>
Molecular formula: C5H10S2
Method: DFT, ωB97M-V/def2-TZVPD

Lowest unoccupied orbital energy (spin up / spin down) in eV: -0.305 / -0.381
Highest occupied orbital energy (spin up / spin down) in eV: -7.591 / -6.390

Each line ends with the Mulliken charge.
Cartesian coordinates (Å):
C (0.49672, -1.16846, -1.91260)  -0.1790
C (-0.18975, -0.64995, 1.20202)  -1.6179
C (-2.18601, 0.23776, -0.15016)  -1.2036
C (1.93900, 1.31098, 0.22422)  -0.9904
C (-0.72508, 0.32893, 0.31473)  0.8165
S (1.03601, -2.34559, -0.96302)  -0.1480
S (0.17742, 1.77886, -0.05117)  -0.0858
H (0.07140, -1.24329, -2.95612)  0.2671
H (0.09885, -0.19157, 2.14731)  0.3444
H (0.80473, -1.12189, 1.00634)  0.2540
H (-0.83266, -1.42434, 1.26071)  0.4863
H (-2.83789, 1.11595, 0.12690)  0.3074
H (-2.16463, 0.43465, -1.21989)  0.3531
H (-2.54490, -0.76497, 0.03499)  0.3162
H (2.26261, 1.60310, 1.14626)  0.4014
H (2.47600, 1.78492, -0.50429)  0.3764
H (2.11818, 0.31490, 0.29377)  0.3019


Which of them is most stable, and which least? Most stable: <P>; least stable: <Q>.


<P>
Molecular formula: H3IO3P
Method: DFT, ωB97M-V/def2-TZVPD

Lowest unoccupied orbital energy in eV: -5.431
Highest occupied orbital energy in eV: -15.093
Total charge: +1

Each line ends with the Mulliken charge.
Cartesian coordinates (Å):
O (-0.86193, -0.32324, -1.10621)  -0.3372
O (1.24682, -0.56186, -0.06808)  -0.4098
O (-0.39344, 0.53739, 1.33233)  -0.3484
P (0.07935, 0.36896, -0.18727)  0.7407
I (0.62593, 2.60920, -1.20808)  0.2364
H (-0.71174, -1.15842, -1.48749)  0.3790
H (2.07174, -0.39186, 0.37533)  0.3779
H (-0.88929, 1.27769, 1.43189)  0.3615


<Q>
Molecular formula: H3IO3P
Method: DFT, ωB97M-V/def2-TZVPD

Lowest unoccupied orbital energy in eV: -4.629
Highest occupied orbital energy in eV: -15.475
Total charge: +1

Each line ends with the Mulliken charge.
Cartesian coordinates (Å):
O (0.24015, -0.85210, 1.02421)  -0.4026
O (0.19691, -0.87892, -1.47681)  -0.3592
O (0.68974, 1.33634, -0.13261)  -0.5110
P (-0.21629, -0.15012, -0.22593)  0.8180
I (-2.49795, 0.10250, -0.09619)  0.2767
H (0.01092, -0.69982, 1.96887)  0.4072
H (1.17489, -1.01935, -1.43761)  0.3925
H (0.40164, 2.16146, 0.37608)  0.3784


Which of them is most stable, and which least? Most stable: <P>; least stable: <Q>.


<P>
Molecular formula: C3H11O
Method: DFT, ωB97M-V/def2-TZVPD

Lowest unoccupied orbital energy in eV: -4.967
Highest occupied orbital energy in eV: -15.015
Total charge: +1

Each line ends with the Mulliken charge.
Cartesian coordinates (Å):
O (2.31556, -0.65280, 0.54339)  -0.3855
H (2.79215, -0.11142, 1.19429)  0.4462
H (2.83819, -0.74522, -0.23350)  0.4647
H (1.42540, -0.18352, 0.19703)  0.3321
C (-0.44932, 0.12010, -1.42189)  -1.1379
C (-1.45106, 0.53339, -0.27800)  0.2030
C (-1.08845, 0.12107, 1.08492)  -1.4372
H (0.17474, 0.97302, -1.84334)  0.2837
H (-0.95383, -0.43552, -2.28166)  0.3040
H (0.22160, -0.73506, -1.06813)  0.2976
H (-2.46298, 0.24374, -0.66986)  0.3182
H (-1.56761, 1.59666, -0.30302)  0.3032
H (-1.95005, 0.22587, 1.76351)  0.3148
H (-0.78180, -0.93907, 1.01624)  0.4261
H (-0.32735, 0.68552, 1.57119)  0.2670


<Q>
Molecular formula: C3H11O
Method: DFT, ωB97M-V/def2-TZVPD

Lowest unoccupied orbital energy in eV: -5.250
Highest occupied orbital energy in eV: -15.113
Total charge: +1

Each line ends with the Mulliken charge.
Cartesian coordinates (Å):
O (-2.50531, -1.37346, 0.07353)  -0.4089
H (-1.65182, -1.43999, 0.59821)  0.4695
H (-3.41228, -1.10742, 0.37450)  0.4556
H (-2.66254, -2.30125, -0.29049)  0.4717
C (0.35637, -0.49500, 0.28118)  -1.3010
C (1.56540, 0.44797, 0.16681)  -0.2901
C (1.07360, 1.75316, -0.50274)  -1.1306
H (-0.36911, -0.15843, 1.04124)  0.2903
H (0.54510, -1.56195, 0.44816)  0.4278
H (-0.18549, -0.39065, -0.66703)  0.4633
H (2.25129, -0.09146, -0.48860)  0.2823
H (2.08142, 0.62342, 1.10684)  0.3269
H (1.85525, 2.48477, -0.68572)  0.3420
H (0.80881, 1.43088, -1.51180)  0.3187
H (0.24931, 2.17942, 0.05590)  0.2824


Which of them is most stable, and which least? Most stable: <Q>; least stable: <P>.


<P>
Molecular formula: C2H7N4S
Method: DFT, ωB97M-V/def2-TZVPD

Lowest unoccupied orbital energy in eV: -5.212
Highest occupied orbital energy in eV: -11.706
Total charge: +1

Each line ends with the Mulliken charge.
Cartesian coordinates (Å):
C (3.79112, 0.42425, 1.47854)  -0.1926
C (-1.50307, -0.42082, -0.30967)  0.0726
N (3.17290, -0.18110, 0.59427)  0.5738
N (2.55977, -0.90144, -0.05505)  -0.4976
N (-2.56449, 0.31421, -0.20368)  0.0769
N (-3.63580, 0.18098, -1.03951)  -0.6166
S (-0.10085, -0.33395, 0.58671)  -0.4200
H (3.32223, 0.50365, 2.46071)  0.2943
H (4.87694, 0.62134, 1.30217)  0.2746
H (-1.57479, -1.00726, -1.11097)  0.1999
H (-2.85865, 1.04057, 0.50665)  0.2841
H (2.00552, -0.77522, -0.96370)  0.3895
H (-4.09406, 1.11295, -1.47247)  0.2897
H (-3.39677, -0.57817, -1.77399)  0.2712


<Q>
Molecular formula: C2H7N4S
Method: DFT, ωB97M-V/def2-TZVPD

Structure (SMILES): NC1=N[N@H+](N)CS1
Lowest unoccupied orbital energy in eV: -3.146
Highest occupied orbital energy in eV: -14.039
Total charge: +1

Each line ends with the Mulliken charge.
Cartesian coordinates (Å):
C (1.40046, -0.39220, 0.12112)  0.5890
C (-0.28808, 1.47905, 0.42860)  -0.4836
N (0.23133, -0.87558, 0.40188)  -0.8648
N (2.44961, -1.19340, -0.15318)  -0.3754
N (-1.68261, -0.04072, -0.68928)  -0.5909
N (-0.79941, 0.05431, 0.37508)  0.7668
S (1.43139, 1.28601, -0.20297)  -0.0783
H (-0.89962, 2.39071, -0.02652)  0.3975
H (-0.17501, 1.84963, 1.52711)  0.3142
H (2.39988, -2.21250, 0.10544)  0.2859
H (3.34563, -0.85909, -0.20646)  0.2128
H (-2.15332, -0.85019, -0.95043)  0.2187
H (-1.68672, 0.61136, -1.46385)  0.2377
H (-1.27894, -0.12082, 1.21370)  0.3704


Which of them is most stable, and which least? Most stable: <Q>; least stable: <P>.


<P>
Molecular formula: C4H22O7
Method: DFT, ωB97M-V/def2-TZVPD

Structure (SMILES): CO.CO.CO.CO.O.O.O
Lowest unoccupied orbital energy in eV: 0.230
Highest occupied orbital energy in eV: -10.086

Each line ends with the Mulliken charge.
Cartesian coordinates (Å):
C (-7.61489, -17.94901, -16.09863)  -0.4869
O (-6.75569, -17.87930, -14.91290)  -0.4994
H (-8.28625, -17.09135, -16.05616)  0.2566
H (-6.92610, -17.72223, -16.91241)  0.1870
H (-7.99597, -18.95395, -16.28016)  0.2485
H (-7.31356, -18.09835, -14.16297)  0.2948
C (0.91567, -11.94388, -9.85047)  -0.5034
O (0.78847, -13.32716, -10.07886)  -0.4945
H (1.56615, -11.62653, -10.66549)  0.2375
H (-0.03189, -11.43472, -10.02655)  0.2274
H (1.32780, -11.63158, -8.89093)  0.2237
H (0.10044, -13.45416, -10.73620)  0.3089
C (-7.94496, -13.95434, -10.24200)  -0.5312
O (-9.15099, -14.80945, -10.20820)  -0.4951
H (-8.07224, -13.07851, -10.87825)  0.2551
H (-7.76794, -13.54950, -9.24557)  0.2288
H (-6.99134, -14.39772, -10.52857)  0.2377
H (-9.67806, -14.47518, -9.47877)  0.3048
C (0.21529, -21.96977, -13.48144)  -0.5203
O (-0.08297, -20.88782, -12.54188)  -0.4891
H (0.93420, -21.81947, -14.28685)  0.2389
H (0.55481, -22.80875, -12.87403)  0.2230
H (-0.66602, -22.35473, -13.99446)  0.2362
H (0.24041, -21.17101, -11.68349)  0.3120
O (-2.02393, -16.41680, -13.57980)  -0.6378
H (-1.51225, -17.13090, -13.19969)  0.3201
H (-2.93112, -16.71783, -13.52847)  0.3181
O (-1.84460, -15.45915, -18.61920)  -0.6379
H (-2.60842, -14.90850, -18.79128)  0.3140
H (-1.84307, -15.57735, -17.66933)  0.3230
O (-3.91619, -11.56129, -13.93628)  -0.6395
H (-4.08642, -11.21771, -14.81333)  0.3200
H (-3.58435, -12.44663, -14.08560)  0.3192


<Q>
Molecular formula: C4H22O7
Method: DFT, ωB97M-V/def2-TZVPD

Structure (SMILES): CCO.CCO.O.O.O.O.O
Lowest unoccupied orbital energy in eV: -0.081
Highest occupied orbital energy in eV: -10.153

Each line ends with the Mulliken charge.
Cartesian coordinates (Å):
C (2.08801, -5.88085, -20.06691)  -1.0735
C (1.39503, -7.20219, -20.58260)  -0.1516
O (0.34110, -6.79727, -21.47795)  -0.5157
H (1.43570, -5.08508, -19.70727)  0.3123
H (2.78877, -5.47183, -20.79473)  0.2720
H (2.67937, -6.04613, -19.16631)  0.3509
H (0.97042, -7.71262, -19.71816)  0.2393
H (2.07532, -7.93386, -21.01846)  0.2827
H (-0.12412, -7.57520, -21.79417)  0.2832
C (-8.40097, -11.00107, -27.70425)  -0.9281
C (-7.12929, -10.48191, -26.92203)  -0.2529
O (-6.08105, -10.41322, -27.79855)  -0.5152
H (-9.26343, -10.88552, -27.04779)  0.3040
H (-8.36800, -12.08861, -27.76953)  0.2708
H (-8.48059, -10.41716, -28.62120)  0.2858
H (-6.82994, -11.06434, -26.05067)  0.2954
H (-7.29524, -9.46436, -26.56827)  0.2266
H (-5.44320, -11.09915, -27.58815)  0.3103
O (-1.67790, -13.24583, -19.88728)  -0.6352
H (-2.00057, -13.88632, -20.52124)  0.3116
H (-1.75906, -12.40350, -20.33464)  0.3234
O (-3.47661, -10.15926, -23.09383)  -0.6298
H (-3.63076, -10.46024, -23.98931)  0.3152
H (-4.34518, -10.14754, -22.69172)  0.3114
O (-7.56793, -10.78128, -21.29865)  -0.6214
H (-8.11280, -11.10464, -22.01614)  0.3072
H (-8.18030, -10.64179, -20.57631)  0.3200
O (-5.12193, -7.51607, -19.56972)  -0.6287
H (-4.48766, -8.21883, -19.71138)  0.3116
H (-5.95895, -7.88885, -19.84658)  0.3153
O (-2.56680, -13.42019, -26.05491)  -0.6288
H (-2.80199, -13.93072, -25.28013)  0.3143
H (-1.61405, -13.49361, -26.11058)  0.3175


Which of them is most stable, and which least? Most stable: <Q>; least stable: <P>.


<P>
Molecular formula: CH4BBrO2
Method: DFT, ωB97M-V/def2-TZVPD

Lowest unoccupied orbital energy (spin up / spin down) in eV: -3.540 / -3.541
Highest occupied orbital energy (spin up / spin down) in eV: -9.089 / -9.088

Each line ends with the Mulliken charge.
Cartesian coordinates (Å):
B (0.25571, -0.05498, -0.07028)  0.5259
C (-0.47698, 0.24530, 1.27518)  -0.5674
O (1.57510, -0.33482, -0.11947)  -0.5482
O (-0.55032, -0.15243, -1.09263)  -0.4203
Br (-1.97422, -2.75844, 0.78633)  -0.4000
H (-0.01349, -0.07783, 2.12328)  0.3395
H (-1.46833, 0.23334, 1.38587)  0.4313
H (1.97918, -0.74099, -0.88591)  0.3175
H (-0.64077, -0.06871, -2.03121)  0.3217


<Q>
Molecular formula: CH4BBrO2
Method: DFT, ωB97M-V/def2-TZVPD

Lowest unoccupied orbital energy in eV: 0.083
Highest occupied orbital energy in eV: -8.007

Each line ends with the Mulliken charge.
Cartesian coordinates (Å):
B (-0.14440, 0.58128, -0.36582)  0.4064
C (1.48536, -1.32858, 0.20003)  -0.3854
O (-0.01776, -0.69241, 0.26081)  -0.2757
O (-0.87366, 1.42776, 0.34598)  -0.4239
Br (2.78654, 0.16934, 0.46255)  -0.2427
H (0.29138, 0.55876, -1.58115)  -0.0232
H (1.39634, -1.56533, 1.24095)  0.1707
H (-0.38767, -0.73619, 1.24439)  0.4438
H (-1.10937, 2.30023, 0.00685)  0.3299


Which of them is most stable, and which least? Most stable: <P>; least stable: <Q>.